[1]
{"formula": "C27H66BIO14P", "method": "ωB97M-V with the def2-TZVPD basis set", "symbols": ["C", "C", "C", "B", "I", "P", "O", "O", "H", "H", "H", "H", "H", "H", "H", "H", "H", "H", "C", "O", "C", "C", "O", "C", "C", "O", "C", "H", "H", "H", "H", "H", "H", "H", "H", "H", "H", "H", "H", "H", "H", "C", "O", "C", "C", "O", "C", "C", "O", "C", "H", "H", "H", "H", "H", "H", "H", "H", "H", "H", "H", "H", "H", "H", "C", "O", "C", "C", "O", "C", "C", "O", "C", "H", "H", "H", "H", "H", "H", "H", "H", "H", "H", "H", "H", "H", "H", "C", "O", "C", "C", "O", "C", "C", "O", "C", "H", "H", "H", "H", "H", "H", "H", "H", "H", "H", "H", "H", "H", "H"], "positions_angstrom": [[3.091, -2.029, -1.802], [2.075, -1.182, -1.029], [1.187, -0.262, -1.882], [0.132, -1.022, -2.892], [1.070, -1.723, -4.803], [-0.868, -2.433, -2.001], [-1.252, -1.823, -0.455], [0.136, -3.775, -1.738], [3.671, -1.440, -2.512], [3.781, -2.465, -1.071], [2.640, -2.862, -2.335], [1.524, -1.855, -0.367], [2.665, -0.523, -0.373], [1.792, 0.500, -2.386], [0.563, 0.300, -1.174], [-0.702, -0.216, -3.230], [-0.735, -2.364, 0.168], [0.657, -3.916, -2.546], [4.078, -2.080, 7.162], [3.892, -1.227, 6.054], [4.998, -1.148, 5.169], [4.615, -1.371, 3.717], [4.135, -2.659, 3.376], [2.897, -3.105, 3.907], [1.658, -2.346, 3.465], [1.630, -1.017, 3.954], [1.400, -0.032, 2.963], [4.487, -1.520, 8.010], [3.100, -2.474, 7.445], [4.729, -2.926, 6.926], [5.781, -1.860, 5.450], [5.415, -0.137, 5.256], [5.530, -1.245, 3.130], [3.931, -0.596, 3.365], [2.945, -3.183, 4.995], [2.785, -4.129, 3.541], [0.784, -2.866, 3.877], [1.582, -2.371, 2.374], [1.852, -0.294, 2.002], [1.850, 0.901, 3.308], [0.324, 0.128, 2.841], [-0.307, 5.453, -5.823], [-0.476, 5.264, -4.435], [-1.196, 6.284, -3.772], [-2.323, 5.746, -2.908], [-3.391, 5.104, -3.582], [-3.145, 3.880, -4.265], [-2.754, 2.690, -3.408], [-1.487, 2.847, -2.801], [-1.476, 2.623, -1.405], [0.625, 5.992, -6.023], [-0.245, 4.468, -6.287], [-1.150, 5.988, -6.271], [-1.602, 7.012, -4.483], [-0.491, 6.811, -3.116], [-2.779, 6.610, -2.414], [-1.937, 5.117, -2.104], [-2.437, 4.027, -5.082], [-4.097, 3.625, -4.740], [-2.696, 1.812, -4.062], [-3.532, 2.502, -2.661], [-2.401, 2.954, -0.921], [-0.648, 3.194, -0.982], [-1.304, 1.562, -1.200], [-3.263, -4.507, -2.327], [-3.227, -5.459, -3.393], [-2.150, -6.368, -3.327], [-2.596, -7.813, -3.464], [-3.414, -8.326, -2.420], [-4.714, -7.792, -2.239], [-5.713, -8.039, -3.357], [-5.385, -7.362, -4.558], [-5.364, -8.175, -5.709], [-2.692, -3.585, -2.599], [-4.313, -4.246, -2.157], [-2.860, -4.923, -1.397], [-1.584, -6.247, -2.398], [-1.474, -6.143, -4.163], [-1.690, -8.427, -3.441], [-3.051, -7.998, -4.439], [-4.667, -6.734, -1.978], [-5.109, -8.300, -1.354], [-6.686, -7.655, -3.024], [-5.815, -9.116, -3.526], [-5.008, -9.187, -5.494], [-4.681, -7.718, -6.426], [-6.361, -8.221, -6.163], [4.110, 4.385, 3.228], [2.764, 4.258, 3.639], [2.588, 4.169, 5.043], [1.546, 5.148, 5.553], [1.849, 6.529, 5.427], [1.955, 7.102, 4.133], [0.687, 7.137, 3.298], [0.245, 5.848, 2.914], [-1.111, 5.574, 3.198], [4.545, 3.398, 3.039], [4.121, 4.951, 2.295], [4.716, 4.925, 3.961], [3.531, 4.328, 5.578], [2.244, 3.153, 5.270], [1.451, 4.975, 6.629], [0.563, 4.928, 5.133], [2.780, 6.655, 3.576], [2.244, 8.142, 4.308], [0.910, 7.693, 2.378], [-0.095, 7.681, 3.838], [-1.443, 6.051, 4.125], [-1.215, 4.495, 3.313], [-1.747, 5.895, 2.366]], "mulliken_charge": [-1.479, 0.674, -0.543, 0.270, -0.284, 0.147, -0.498, -0.568, 0.288, 0.417, 0.194, -0.267, 0.366, 0.343, -0.116, -0.292, 0.198, 0.238, -0.861, -0.242, -0.565, -0.052, -0.494, -0.435, -0.008, -0.330, -0.386, 0.265, 0.245, 0.402, 0.348, 0.361, 0.446, -0.074, 0.108, 0.443, 0.419, -0.106, 0.128, 0.108, 0.303, -0.850, -0.239, -0.519, -0.187, -0.470, -0.327, -0.547, -0.278, -0.798, 0.268, 0.244, 0.403, 0.351, 0.363, 0.434, 0.003, 0.102, 0.420, 0.343, 0.386, 0.427, 0.240, 0.166, -0.596, -0.362, -0.372, -0.314, -0.465, -0.230, -0.508, -0.273, -0.845, 0.016, 0.290, 0.378, 0.266, 0.373, 0.409, 0.092, 0.039, 0.417, 0.369, 0.338, 0.407, 0.241, 0.275, -0.880, -0.213, -0.360, -0.384, -0.457, -0.273, -0.548, -0.198, -0.861, 0.228, 0.247, 0.407, 0.364, 0.278, 0.420, 0.113, 0.059, 0.425, 0.373, 0.353, 0.420, 0.232, 0.264], "orbital_gap_ev": 5.6, "e_above_lowest_ev": 0.000, "charge": -1, "energy_ha": -2785.41697}


[2]
{"formula": "C27H68Br2ClFN20O18PS", "method": "ωB97M-V with the def2-TZVPD basis set", "symbols": ["C", "C", "O", "O", "C", "C", "C", "C", "C", "C", "C", "C", "C", "C", "C", "O", "F", "O", "P", "Cl", "C", "C", "O", "Br", "C", "S", "O", "O", "O", "C", "Br", "H", "H", "H", "H", "H", "H", "H", "H", "H", "H", "H", "H", "H", "H", "H", "H", "H", "H", "H", "H", "H", "H", "H", "H", "H", "H", "H", "H", "C", "O", "N", "N", "H", "H", "H", "H", "C", "O", "N", "N", "H", "H", "H", "H", "C", "O", "N", "N", "H", "H", "H", "H", "C", "O", "N", "N", "H", "H", "H", "H", "C", "O", "N", "N", "H", "H", "H", "H", "C", "O", "N", "N", "H", "H", "H", "H", "C", "O", "N", "N", "H", "H", "H", "H", "C", "O", "N", "N", "H", "H", "H", "H", "C", "O", "N", "N", "H", "H", "H", "H", "C", "O", "N", "N", "H", "H", "H", "H"], "positions_angstrom": [[-1.831, 3.106, 4.466], [-2.863, 3.653, 3.354], [-3.907, 2.985, 3.104], [-2.523, 4.870, 2.711], [-2.522, 4.718, 1.259], [-1.333, 3.799, 0.699], [-0.014, 4.602, 0.261], [0.822, 3.640, -0.729], [2.417, 3.884, -0.613], [3.119, 3.007, 0.525], [3.497, 1.512, 0.086], [3.380, 0.570, 1.393], [2.204, -0.543, 1.244], [1.589, -0.934, 2.673], [2.601, -1.699, 3.649], [3.821, -1.513, 3.719], [2.047, -2.733, 4.491], [1.052, 0.090, 0.594], [0.249, -1.059, -0.468], [0.379, 0.353, -2.090], [-0.575, -2.469, -1.494], [-0.617, -2.193, -3.069], [-1.650, -1.830, -3.690], [1.021, -2.468, -4.207], [-1.341, -0.359, 0.327], [-2.794, -0.146, -0.798], [-4.010, 0.021, 0.123], [-2.745, 1.127, -1.633], [1.800, -1.702, -1.015], [2.623, -1.696, 0.188], [2.648, -3.606, 0.746], [-0.839, 3.655, 4.311], [-1.698, 1.969, 4.322], [-2.225, 3.241, 5.533], [-2.432, 5.751, 0.769], [-3.553, 4.307, 0.952], [-1.075, 2.938, 1.418], [-1.739, 3.292, -0.255], [0.605, 4.870, 1.183], [-0.355, 5.579, -0.222], [0.552, 3.893, -1.825], [0.536, 2.551, -0.474], [2.869, 3.694, -1.653], [2.556, 4.996, -0.342], [2.501, 3.047, 1.501], [4.114, 3.537, 0.789], [2.923, 1.119, -0.817], [4.610, 1.525, -0.215], [4.354, -0.030, 1.554], [3.111, 1.163, 2.339], [1.353, 0.066, 3.204], [0.574, -1.475, 2.614], [0.174, -2.049, 0.601], [0.095, -3.398, -1.359], [-1.603, -2.785, -1.074], [-1.695, -0.940, 1.251], [-1.077, 0.701, 0.703], [-3.078, -1.243, -1.602], [3.690, -1.369, -0.110], [-4.720, -4.106, -5.529], [-5.183, -5.081, -6.106], [-5.500, -3.101, -5.053], [-3.394, -3.942, -5.312], [-5.141, -2.293, -4.576], [-6.493, -3.185, -5.193], [-2.779, -4.667, -5.650], [-2.999, -3.146, -4.839], [-0.557, 5.187, -4.183], [0.221, 5.051, -3.251], [-0.157, 5.165, -5.479], [-1.888, 5.370, -4.001], [-0.780, 5.274, -6.258], [0.825, 5.030, -5.654], [-2.223, 5.391, -3.052], [-2.544, 5.483, -4.752], [7.401, 2.054, -1.181], [6.206, 2.076, -0.930], [8.347, 2.363, -0.261], [7.885, 1.716, -2.403], [9.335, 2.350, -0.446], [8.027, 2.619, 0.659], [7.212, 1.479, -3.114], [8.863, 1.692, -2.630], [-7.347, -1.058, 1.798], [-7.517, -2.094, 1.151], [-6.261, -0.274, 1.632], [-8.232, -0.624, 2.726], [-6.096, 0.573, 2.145], [-5.579, -0.575, 0.948], [-9.058, -1.190, 2.873], [-8.113, 0.215, 3.263], [10.574, -0.379, 0.800], [10.766, 0.684, 1.377], [9.613, -0.536, -0.140], [11.308, -1.491, 1.053], [9.439, -1.398, -0.625], [9.046, 0.269, -0.355], [12.033, -1.413, 1.747], [11.166, -2.371, 0.593], [6.984, -3.462, 1.925], [8.083, -3.213, 1.442], [6.636, -4.704, 2.348], [6.021, -2.525, 2.078], [5.742, -4.929, 2.746], [7.325, -5.431, 2.251], [6.239, -1.589, 1.776], [5.115, -2.711, 2.471], [-11.131, -1.814, 0.987], [-10.666, -1.394, 2.037], [-12.383, -1.503, 0.564], [-10.434, -2.624, 0.158], [-12.782, -1.837, -0.294], [-12.931, -0.901, 1.157], [-9.495, -2.874, 0.441], [-10.794, -2.980, -0.708], [-4.003, -4.221, 1.535], [-2.932, -3.790, 1.125], [-5.151, -3.509, 1.470], [-4.129, -5.455, 2.090], [-6.038, -3.842, 1.799], [-5.096, -2.590, 1.065], [-3.296, -6.016, 2.155], [-4.996, -5.828, 2.431], [0.818, 6.150, 5.362], [0.378, 5.158, 4.803], [0.018, 7.142, 5.828], [2.144, 6.347, 5.567], [0.358, 7.964, 6.290], [-0.974, 7.031, 5.694], [2.770, 5.632, 5.234], [2.526, 7.154, 6.024], [-0.395, -6.813, -6.503], [-1.495, -6.507, -6.937], [0.379, -5.949, -5.802], [0.147, -8.045, -6.684], [1.285, -6.180, -5.437], [0.011, -5.024, -5.647], [-0.400, -8.714, -7.200], [1.048, -8.316, -6.335]], "mulliken_charge": [-0.588, 0.651, -0.599, -0.379, -0.708, 0.818, -0.608, 1.034, -0.936, -0.678, 0.651, -1.015, 0.605, -0.623, 0.432, -0.542, -0.318, 0.266, 0.382, -0.226, -0.142, 0.117, -0.633, -0.218, -0.246, 0.945, -0.782, -0.640, -0.532, -0.339, -0.254, 0.213, 0.191, 0.344, 0.307, 0.330, -0.261, -0.027, 0.072, 0.280, 0.129, -0.739, 0.324, 0.335, 0.301, 0.203, 0.235, -0.056, -0.167, 0.479, 0.418, 0.123, -0.078, 0.460, 0.160, 0.262, -0.188, 0.029, 0.497, 0.558, -0.693, -0.338, -0.151, 0.168, 0.201, 0.115, 0.216, 0.650, -0.699, -0.433, -0.360, 0.144, 0.221, 0.215, 0.156, 0.516, -0.631, -0.364, -0.360, 0.224, 0.129, 0.203, 0.191, 0.726, -0.765, -0.142, -0.330, 0.145, 0.283, 0.333, 0.123, 0.606, -0.681, -0.305, -0.386, 0.154, 0.195, 0.232, 0.172, 0.533, -0.720, -0.360, -0.010, 0.172, 0.212, 0.112, 0.020, 0.627, -0.701, -0.416, -0.338, 0.153, 0.221, 0.229, 0.157, 0.515, -0.574, -0.064, -0.425, 0.132, -0.066, 0.231, 0.141, 0.533, -0.583, -0.380, -0.418, 0.157, 0.224, 0.221, 0.150, 0.670, -0.625, -0.269, -0.402, 0.142, 0.109, 0.228, 0.154], "orbital_gap_ev": 8.6, "charge": -1, "energy_ha": -9967.03151}


Question: What is the formula in the second record?
Answer: C27H68Br2ClFN20O18PS